(1)
Here is a 2-piece molecular cluster, C2H7N overall from the OMol25 dataset. Energies are from ωB97M-V/def2-TZVPD.

XYZ file:
```
10
Properties=species:S:1:pos:R:3:mulliken_charge:R:1
C -1.196 -1.240 -1.276 -0.657
N -0.193 -0.484 -0.569 -0.590
C 1.178 1.407 1.523 -0.828
H -0.850 -1.900 -2.096 0.132
H -1.966 -1.707 -0.632 0.104
H -0.889 0.286 -0.632 0.046
H 1.704 1.834 0.670 0.194
H 1.055 2.136 2.322 0.277
H 1.705 0.521 1.864 0.186
H 0.201 1.122 1.148 0.137
```

Output
total charge	-1
E_LUMO (spin up / spin down)	4.50 / 4.48	eV
HOMO energy (spin up / spin down)	-0.520 / -1.400	eV
orbital gap (spin up / spin down)	5.0 / 5.9	eV
max |F|	3.12	eV/A
multiplicity	2
ΔE to the lowest compared entry with this formula, charge and spin	1.046	eV

***

(2)
Here is a 2-piece molecular cluster, C2H7N overall from the OMol25 dataset. Energies are from ωB97M-V/def2-TZVPD.

XYZ file:
```
10
Properties=species:S:1:pos:R:3:mulliken_charge:R:1
C 1.494 -1.403 1.555 -0.827
H 0.931 -2.371 1.617 0.223
H 0.740 -0.569 1.974 0.168
H 2.466 -1.444 2.207 0.215
H 1.668 -1.208 0.516 0.219
C -1.199 1.476 -1.396 -0.090
N -1.939 0.822 -2.177 -0.458
H -0.691 0.760 -0.599 0.042
H -0.914 2.405 -1.027 0.279
H -2.557 1.532 -2.669 0.228
```

Output
E_LUMO	1.00	eV
SMILES string	C=N.C
HOMO energy	-10.192	eV
orbital gap	11.2	eV
max |F|	6.36	eV/A
ΔE to the lowest compared entry with this formula, charge and spin	1.883	eV

***

(3)
Here is an isolated ion of composition C2H7N and charge +1 from the OMol25 dataset. Energies are from ωB97M-V/def2-TZVPD.

XYZ file:
```
10
Properties=species:S:1:pos:R:3:mulliken_charge:R:1
C 1.076 -0.006 0.088 -1.296
C -0.324 0.388 -0.419 -0.060
N -1.349 -0.137 0.460 -0.066
H 1.190 -1.094 0.052 0.422
H 1.821 0.376 -0.560 0.375
H 1.331 0.296 1.184 0.375
H -0.281 1.496 -0.185 0.292
H -0.326 0.001 -1.447 0.323
H -2.172 -0.468 -0.064 0.360
H -0.966 -0.852 0.892 0.275
```

Output
total charge	+1
E_LUMO (spin up / spin down)	-3.71 / -9.75	eV
HOMO energy (spin up / spin down)	-17.770 / -17.917	eV
orbital gap (spin up / spin down)	14.1 / 8.2	eV
max |F|	6.79	eV/A
multiplicity	2
ΔE to the lowest compared entry with this formula, charge and spin	1.089	eV